[1]
Here is a cluster of 2 separate species, CH5N2O2 in total in a non-equilibrium geometry from OMol25. Energies are from ωB97M-V with the def2-TZVPD basis set.

```
10
Properties=species:S:1:pos:R:3:forces:R:3
C -1.0887 0.5631 0.8240 -0.38 2.60 -0.26
N 1.6093 -0.3188 -1.1959 -1.46 2.75 0.65
N -0.6295 -0.7676 0.6302 0.73 -1.18 1.68
O -0.5630 -1.1972 -0.5694 -1.28 0.24 -0.45
O 1.6848 0.3554 -0.0327 0.23 -0.25 -0.69
H -2.0152 0.8767 0.3611 -0.81 -0.57 -0.87
H -1.2705 0.9567 1.8343 0.33 -1.31 0.56
H -0.4051 1.3387 0.4850 0.61 -0.12 -0.57
H 0.6013 -0.6617 -1.2598 -0.21 0.59 -0.34
H 2.0767 -1.1454 -1.0768 2.23 -2.73 0.31
```
Positions in Å, forces in eV/Å.

Output
- Frontier orbital gap (alpha / beta): 6.61 / 7.70 eV
- Relative energy (zero: lowest compared OMol25 entry of this formula, charge and spin): 702.81 kJ/mol
- Total charge: -1
- E: -300.915826 Eh

***

[2]
Here is a cluster of 2 separate species, CH5N2O2 in total in a non-equilibrium geometry from OMol25. Energies are from ωB97M-V with the def2-TZVPD basis set.

```
10
Properties=species:S:1:pos:R:3:forces:R:3
C 1.7450 0.1667 -0.0103 -0.40 2.74 0.18
N 1.9634 -1.0627 -0.0113 -0.15 -1.72 -0.06
N -1.9741 0.5953 0.0008 0.56 -1.38 -0.22
O -0.7177 -0.0277 -0.0381 0.02 0.05 0.06
O 1.7729 1.2975 0.0171 0.11 -0.55 -0.08
H 2.9046 -1.3909 0.2060 -0.22 -0.06 -0.08
H 1.1864 -1.7054 -0.1713 0.00 0.07 0.07
H -2.2980 0.6559 0.9796 0.04 0.27 -0.48
H -1.9675 1.5135 -0.4602 -0.07 -0.14 0.26
H -2.6150 -0.0422 -0.5124 0.12 0.72 0.34
```
Positions in Å, forces in eV/Å.

Output
- Frontier orbital gap: 9.09 eV
- Relative energy (zero: lowest compared OMol25 entry of this formula, charge and spin): 89.58 kJ/mol
- Total charge: +1
- E: -300.733237 Eh

***

[3]
Here is a cluster of 2 separate species, CH5N2OP in total in a non-equilibrium geometry from OMol25. Energies are from ωB97M-V with the def2-TZVPD basis set.

```
10
Properties=species:S:1:pos:R:3:forces:R:3
C -1.5015 0.7835 -0.1576 -1.02 1.31 -1.29
N 1.7518 -0.5080 0.8036 -1.63 -1.40 1.85
N -1.4182 -0.4779 0.0132 0.23 1.41 0.30
O 2.1100 1.9420 0.6261 0.22 0.09 0.25
P 2.6524 0.6298 0.2128 1.45 2.50 -1.47
H -1.9419 1.4474 -1.1103 1.07 -2.19 2.02
H -1.2086 1.5054 0.6597 -0.07 -1.10 -0.69
H 1.0932 -0.3889 1.5761 -0.03 -0.14 -0.65
H 1.8072 -1.3958 0.3690 -0.04 -1.05 0.01
H -1.7103 -1.1040 -0.7338 -0.17 0.58 -0.32
```
Positions in Å, forces in eV/Å.

Output
- Frontier orbital gap: 10.45 eV
- Relative energy (zero: lowest compared OMol25 entry of this formula, charge and spin): 64.89 kJ/mol
- Structure (SMILES): NP=O.C=N
- E: -567.189824 Eh

***

[4]
Here is a structure of composition CH5N2OS in a non-equilibrium geometry from OMol25. Energies are from ωB97M-V with the def2-TZVPD basis set.

```
10
Properties=species:S:1:pos:R:3:forces:R:3
S 2.2921 -0.4187 -0.6274 1.13 0.15 -0.04
H 2.5749 -1.3837 -1.5135 -0.05 -0.05 0.05
N -0.3096 0.6464 1.2909 -0.25 -0.13 0.03
C -1.1547 0.3123 0.2306 0.13 0.31 0.65
N -0.6169 -0.5294 -0.6583 0.48 0.17 0.04
O -2.2987 0.8003 0.2320 -0.03 0.00 -0.24
H 0.6115 0.2669 1.3534 0.32 -0.05 -0.10
H -0.5664 1.4179 1.8743 -0.10 -0.03 -0.05
H -1.2719 -0.6050 -1.4183 0.00 -0.22 -0.36
H 0.7399 -0.5069 -0.7637 -1.64 -0.14 0.02
```
Positions in Å, forces in eV/Å.

Output
- Frontier orbital gap: 8.20 eV
- Relative energy (zero: lowest compared OMol25 entry of this formula, charge and spin): 80.26 kJ/mol
- Total charge: -1
- E: -624.112114 Eh